(1)
{
  "formula": "C4H8O2",
  "method": "wB97M-V/def2-TZVPD",
  "lumo_ev": 0.46,
  "total_energy_ha": -307.5386,
  "max_force_ev_per_a": 0.7,
  "relative_energy_ev": 4.731,
  "homo_lumo_gap_ha": 0.321,
  "symbols": ["C", "C", "O", "C", "C", "O", "H", "H", "H", "H", "H", "H", "H", "H"],
  "positions_angstrom": [[1.988, 0.616, -0.582], [0.716, -0.940, 0.157], [0.969, 0.362, 0.408], [-0.702, -1.071, -0.271], [-1.725, 0.029, 0.010], [-1.408, 1.273, -0.579], [2.933, 0.145, -0.307], [1.664, 0.230, -1.560], [2.026, 1.698, -0.638], [-0.547, -1.155, -1.370], [-1.039, -2.063, 0.034], [-1.849, 0.123, 1.098], [-2.688, -0.274, -0.410], [-0.653, 1.610, -0.078]]
}


(2)
{
  "formula": "C45H45CsN9O2P2S2",
  "method": "wB97M-V/def2-TZVPD",
  "lumo_ev": 1.99,
  "total_energy_ha": -3884.4579,
  "max_force_ev_per_a": 1.6,
  "total_charge": -1,
  "relative_energy_ev": 1.076,
  "homo_lumo_gap_ha": 0.217,
  "symbols": ["Cs", "N", "C", "N", "C", "N", "N", "C", "C", "C", "C", "C", "C", "N", "C", "C", "C", "C", "C", "C", "H", "H", "H", "H", "H", "H", "H", "H", "H", "H", "H", "S", "P", "C", "P", "S", "C", "C", "C", "C", "C", "C", "C", "C", "C", "C", "C", "C", "C", "C", "C", "C", "C", "C", "C", "C", "C", "C", "C", "C", "H", "H", "H", "H", "H", "H", "H", "H", "H", "H", "H", "H", "H", "H", "H", "H", "H", "H", "H", "H", "N", "C", "C", "C", "C", "N", "C", "N", "N", "C", "O", "O", "H", "H", "H", "H", "H", "H", "H", "H", "H", "H", "H", "H", "H", "H"],
  "positions_angstrom": [[0.958, 0.695, 0.239], [-0.947, 0.779, -4.161], [-0.545, 0.766, -2.866], [-1.329, 0.749, -1.854], [-2.704, 0.707, -2.064], [-3.534, 0.449, -1.126], [-3.083, 0.102, 0.123], [-2.604, -1.074, 0.237], [-2.210, -1.658, 1.528], [-1.902, -3.012, 1.581], [-1.602, -3.585, 2.802], [-1.594, -2.788, 3.933], [-1.877, -1.440, 3.781], [-2.175, -0.876, 2.614], [-3.210, 0.972, -3.425], [-4.556, 1.181, -3.711], [-4.981, 1.332, -5.017], [-4.056, 1.269, -6.058], [-2.716, 1.074, -5.792], [-2.288, 0.933, -4.472], [-0.274, 0.596, -4.886], [0.525, 0.802, -2.711], [-2.517, -1.720, -0.637], [-1.883, -3.591, 0.667], [-1.357, -4.635, 2.874], [-1.344, -3.191, 4.904], [-1.848, -0.772, 4.636], [-5.251, 1.205, -2.883], [-6.030, 1.490, -5.233], [-4.385, 1.379, -7.083], [-1.990, 1.034, -6.595], [2.247, -0.768, 2.851], [2.625, -2.192, 1.454], [1.752, -2.192, 0.041], [2.255, -2.374, -1.532], [0.917, -1.923, -2.961], [2.870, -4.054, -2.024], [2.905, -5.078, -1.091], [3.336, -6.354, -1.441], [3.743, -6.611, -2.740], [3.704, -5.591, -3.687], [3.261, -4.328, -3.335], [3.745, -1.342, -1.914], [5.038, -1.823, -2.084], [6.097, -0.949, -2.311], [5.885, 0.417, -2.362], [4.600, 0.916, -2.172], [3.551, 0.041, -1.950], [2.394, -3.747, 2.431], [1.472, -4.690, 2.003], [1.287, -5.873, 2.712], [2.026, -6.116, 3.859], [2.953, -5.172, 4.294], [3.134, -3.997, 3.584], [4.461, -2.208, 1.265], [5.172, -1.010, 1.288], [6.537, -0.992, 1.044], [7.216, -2.175, 0.787], [6.519, -3.374, 0.765], [5.150, -3.388, 0.996], [2.583, -4.864, -0.078], [3.350, -7.142, -0.697], [4.082, -7.602, -3.020], [4.014, -5.790, -4.707], [3.201, -3.538, -4.074], [5.230, -2.885, -2.029], [7.097, -1.348, -2.435], [6.713, 1.094, -2.536], [4.419, 1.984, -2.198], [2.546, 0.427, -1.813], [0.919, -4.478, 1.091], [0.572, -6.610, 2.359], [1.891, -7.039, 4.411], [3.537, -5.361, 5.187], [3.847, -3.252, 3.921], [4.642, -0.094, 1.516], [7.073, -0.050, 1.053], [8.284, -2.162, 0.601], [7.041, -4.302, 0.563], [4.613, -4.328, 0.975], [-1.517, 4.385, -1.343], [-1.794, 3.629, -0.114], [-3.201, 3.927, 0.478], [-3.346, 4.198, 1.978], [-3.297, 2.983, 2.903], [-2.131, 2.109, 2.811], [-0.959, 2.335, 3.379], [-0.626, 3.569, 3.814], [-0.150, 1.302, 3.632], [-0.624, 3.911, 0.841], [-0.576, 5.048, 1.371], [0.172, 2.962, 1.053], [-1.425, 5.367, -1.102], [-2.297, 4.299, -1.986], [-1.740, 2.575, -0.375], [-3.860, 3.094, 0.203], [-3.579, 4.813, -0.040], [-4.329, 4.650, 2.145], [-2.607, 4.939, 2.278], [-4.151, 2.338, 2.693], [-3.379, 3.334, 3.935], [-2.284, 1.174, 2.443], [-0.721, 4.310, 3.105], [0.291, 3.604, 4.233], [-0.440, 0.399, 3.276], [0.853, 1.428, 3.617]]
}


(3)
{
  "formula": "C8H10GaO5S",
  "method": "wB97M-V/def2-TZVPD",
  "lumo_ev": [-14.73, -14.73],
  "total_energy_ha": -3008.6149,
  "max_force_ev_per_a": 6.7,
  "total_charge": 3,
  "relative_energy_ev": 3.360,
  "homo_lumo_gap_ha": [0.139, 0.139],
  "symbols": ["Ga", "O", "C", "C", "O", "C", "O", "C", "O", "C", "H", "H", "C", "H", "H", "C", "S", "C", "O", "H", "H", "H", "H", "H", "H"],
  "positions_angstrom": [[-0.732, -0.467, 0.547], [-1.677, -3.163, -1.104], [-1.170, -2.206, -0.735], [0.886, 1.811, 1.158], [0.885, 2.442, 2.112], [-1.645, 1.046, -0.691], [-2.487, 1.856, -0.744], [1.209, -1.097, 1.354], [1.860, -1.440, 2.249], [1.973, 0.151, -3.224], [2.544, -0.801, -3.132], [1.088, 0.193, -3.905], [2.325, 1.232, -2.514], [1.749, 2.179, -2.605], [3.188, 1.196, -1.812], [-2.256, -1.940, 2.677], [-2.908, -0.285, 2.207], [-2.794, 0.592, 3.721], [-1.423, 0.467, 1.993], [-3.062, -2.334, 3.315], [-1.307, -1.818, 3.238], [-2.112, -2.595, 1.791], [-1.872, 0.297, 4.218], [-2.712, 1.642, 3.452], [-3.679, 0.372, 4.283]]
}


(4)
{
  "formula": "C6H15NO2",
  "method": "wB97M-V/def2-TZVPD",
  "lumo_ev": 0.72,
  "total_energy_ha": -442.7535,
  "max_force_ev_per_a": 3.3,
  "smiles": "C/C=C(\\C)N.CC(O)O",
  "relative_energy_ev": 3.476,
  "homo_lumo_gap_ha": 0.300,
  "symbols": ["C", "C", "O", "O", "H", "H", "H", "H", "H", "H", "C", "C", "C", "N", "C", "H", "H", "H", "H", "H", "H", "H", "H", "H"],
  "positions_angstrom": [[2.233, -0.212, -0.423], [0.734, -1.126, -1.037], [2.436, -0.485, 0.928], [3.253, -0.718, -1.223], [2.445, -1.444, 1.063], [3.057, -1.641, -1.445], [2.283, 0.871, -0.549], [0.855, -0.890, -2.092], [-0.341, -1.196, -0.924], [1.083, -2.139, -0.837], [-2.209, 1.409, -0.454], [-1.703, -1.019, 1.355], [-0.978, 1.199, 0.380], [-0.009, 2.182, 0.272], [-0.706, 0.068, 1.073], [0.931, 1.809, 0.424], [-0.049, 2.736, -0.573], [0.126, 0.103, 1.764], [-2.441, 2.475, -0.509], [-2.053, 1.047, -1.476], [-3.067, 0.891, -0.034], [-2.322, -0.776, 2.226], [-2.375, -1.192, 0.517], [-1.183, -1.953, 1.575]]
}


(5)
{
  "formula": "C6H8O2",
  "method": "wB97M-V/def2-TZVPD",
  "lumo_ev": 0.83,
  "total_energy_ha": -383.7632,
  "max_force_ev_per_a": 3.9,
  "smiles": "O[C@]12C[C@H]1O[C@@H]1C[C@@H]12",
  "relative_energy_ev": 3.998,
  "homo_lumo_gap_ha": 0.355,
  "symbols": ["C", "C", "C", "C", "C", "C", "H", "H", "H", "H", "H", "H", "H", "H", "O", "O"],
  "positions_angstrom": [[-0.289, -0.831, 0.148], [-1.192, -0.604, 1.246], [-1.170, 0.345, 0.009], [0.867, 1.437, 0.087], [1.548, 0.551, -1.026], [1.129, -0.195, 0.193], [0.242, -2.697, -0.326], [-0.784, -0.221, 2.135], [-1.956, -1.389, 1.412], [-1.973, 0.447, -0.591], [1.407, 2.201, 0.641], [2.516, 0.449, -1.497], [0.736, 0.664, -1.789], [1.796, -0.751, 0.920], [-0.410, -2.041, -0.645], [-0.508, 1.676, 0.038]]
}


(6)
{
  "formula": "C36H75N3O6S",
  "method": "wB97M-V/def2-TZVPD",
  "lumo_ev": 0.52,
  "total_energy_ha": -2430.2951,
  "max_force_ev_per_a": 2.4,
  "smiles": "CCCCCCCCCCCCCCCCCC[C@@H]1[C@@H](N=C(C)C)CS(=O)(=O)O[C@@H]1C[C@@H]1CO1.COC[C@@H](C)N.COC[C@@H](C)N",
  "relative_energy_ev": 0.000,
  "homo_lumo_gap_ha": 0.337,
  "symbols": ["C", "C", "C", "C", "C", "C", "C", "C", "C", "C", "C", "C", "C", "C", "C", "C", "C", "C", "C", "C", "N", "C", "C", "C", "C", "S", "O", "O", "O", "C", "C", "C", "C", "O", "H", "H", "H", "H", "H", "H", "H", "H", "H", "H", "H", "H", "H", "H", "H", "H", "H", "H", "H", "H", "H", "H", "H", "H", "H", "H", "H", "H", "H", "H", "H", "H", "H", "H", "H", "H", "H", "H", "H", "H", "H", "H", "H", "H", "H", "H", "H", "H", "H", "H", "H", "H", "H", "C", "C", "C", "O", "C", "N", "H", "H", "H", "H", "H", "H", "H", "H", "H", "H", "H", "C", "C", "C", "O", "C", "N", "H", "H", "H", "H", "H", "H", "H", "H", "H", "H", "H"],
  "positions_angstrom": [[-2.596, 1.944, -1.803], [-2.091, 0.716, -1.052], [-2.754, -0.617, -1.459], [-4.178, -0.527, -1.993], [-5.287, -0.174, -0.983], [-5.168, -0.883, 0.371], [-4.425, -0.022, 1.421], [-5.077, -0.001, 2.810], [-4.376, -0.935, 3.793], [-2.871, -0.627, 3.999], [-1.949, -1.806, 3.660], [-1.246, -1.697, 2.299], [0.259, -1.922, 2.370], [0.874, -1.928, 0.978], [2.407, -1.933, 1.040], [2.972, -0.585, 1.520], [4.219, -0.114, 0.752], [4.368, 1.402, 0.647], [3.463, 2.154, -0.325], [2.107, 2.576, 0.216], [2.175, 3.064, 1.579], [1.112, 3.146, 2.289], [0.092, 2.056, 2.472], [0.868, 4.405, 3.074], [1.577, 3.687, -0.691], [2.056, 3.690, -2.425], [2.767, 4.907, -2.654], [0.866, 3.558, -3.199], [3.073, 2.504, -2.723], [3.329, 1.511, -1.692], [2.329, 0.357, -1.824], [2.029, 0.053, -3.256], [0.563, 0.445, -3.799], [1.200, -0.952, -3.386], [-2.160, 2.836, -1.365], [-3.670, 2.068, -1.720], [-2.315, 1.867, -2.848], [-2.126, 0.880, 0.020], [-1.030, 0.632, -1.301], [-2.712, -1.286, -0.602], [-2.129, -1.084, -2.219], [-4.432, -1.508, -2.397], [-4.247, 0.170, -2.823], [-6.230, -0.476, -1.432], [-5.321, 0.906, -0.856], [-4.610, -1.811, 0.265], [-6.142, -1.159, 0.768], [-3.419, -0.425, 1.501], [-4.319, 0.999, 1.067], [-5.091, 1.003, 3.227], [-6.099, -0.356, 2.704], [-4.880, -0.824, 4.752], [-4.521, -1.971, 3.491], [-2.743, -0.313, 5.030], [-2.635, 0.239, 3.382], [-2.574, -2.694, 3.660], [-1.214, -1.949, 4.449], [-1.643, -2.462, 1.631], [-1.439, -0.747, 1.801], [0.745, -1.123, 2.931], [0.440, -2.862, 2.889], [0.531, -2.808, 0.436], [0.571, -1.020, 0.454], [2.838, -2.229, 0.086], [2.668, -2.707, 1.761], [3.292, -0.729, 2.549], [2.212, 0.191, 1.564], [4.325, -0.624, -0.201], [5.063, -0.445, 1.356], [4.323, 1.806, 1.655], [5.388, 1.572, 0.299], [3.973, 3.108, -0.492], [1.418, 1.726, 0.160], [-0.049, 1.452, 1.579], [-0.881, 2.448, 2.749], [0.441, 1.398, 3.265], [0.547, 5.194, 2.404], [1.811, 4.673, 3.546], [0.162, 4.228, 3.880], [0.494, 3.740, -0.680], [1.943, 4.627, -0.290], [4.307, 1.099, -1.926], [1.373, 0.496, -1.332], [2.736, -0.603, -1.517], [2.831, 0.201, -3.963], [-0.452, 0.056, -3.723], [0.433, 1.107, -2.906], [11.500, 1.510, 0.864], [10.349, 2.481, 1.109], [9.105, 1.818, 1.717], [8.323, 1.074, 0.803], [8.770, -0.249, 0.565], [10.049, 3.182, -0.142], [11.324, 0.878, -0.006], [12.422, 2.061, 0.680], [11.663, 0.864, 1.730], [10.698, 3.223, 1.833], [8.445, 2.611, 2.080], [9.367, 1.201, 2.586], [9.203, -0.696, 1.464], [9.496, -0.284, -0.250], [7.903, -0.838, 0.264], [9.353, 3.901, 0.035], [9.576, 2.527, -0.757], [-6.817, -3.362, -4.033], [-6.989, -3.936, -2.630], [-7.973, -5.113, -2.563], [-9.337, -4.745, -2.615], [-9.860, -4.534, -3.913], [-7.362, -2.850, -1.718], [-7.672, -2.757, -4.335], [-5.939, -2.717, -4.069], [-6.681, -4.155, -4.770], [-6.014, -4.320, -2.314], [-7.844, -5.605, -1.596], [-7.748, -5.861, -3.334], [-9.412, -5.216, -4.643], [-9.716, -3.501, -4.239], [-10.932, -4.725, -3.870], [-7.384, -3.211, -0.768], [-8.332, -2.616, -1.912]]
}


(7)
{
  "formula": "S2",
  "method": "wB97M-V/def2-TZVPD",
  "lumo_ev": -4.62,
  "total_energy_ha": -796.1477,
  "max_force_ev_per_a": 4.9,
  "relative_energy_ev": 4.716,
  "homo_lumo_gap_ha": 0.198,
  "symbols": ["S", "S"],
  "positions_angstrom": [[1.097, 0.798, 0.428], [-1.097, -0.798, -0.428]]
}


(8)
{
  "formula": "C16H26CaN6O6",
  "method": "wB97M-V/def2-TZVPD",
  "lumo_ev": [-0.24, -1.30],
  "total_energy_ha": -2082.5435,
  "max_force_ev_per_a": 4.7,
  "relative_energy_ev": 2.658,
  "homo_lumo_gap_ha": [0.240, 0.148],
  "symbols": ["O", "H", "Ca", "N", "N", "N", "N", "O", "O", "O", "O", "C", "C", "C", "C", "C", "H", "H", "H", "C", "H", "H", "H", "C", "C", "H", "H", "H", "H", "H", "H", "H", "H", "C", "H", "H", "H", "O", "H", "H", "N", "C", "N", "C", "C", "C", "C", "C", "C", "H", "H", "H", "H", "H", "H"],
  "positions_angstrom": [[1.071, -3.901, 0.206], [2.625, -4.819, 0.089], [-0.510, -0.787, -0.832], [0.560, -1.210, -2.919], [2.059, -0.228, -1.183], [-1.921, -1.083, 1.288], [0.189, 0.290, 1.408], [-0.293, -1.795, -3.668], [-3.115, -1.542, 1.024], [1.222, 1.194, 1.455], [2.836, 0.168, -0.219], [2.661, -0.368, -2.404], [1.800, -0.909, -3.399], [-1.778, -0.394, 2.442], [-0.575, 0.401, 2.507], [2.225, -1.138, -4.806], [3.101, -1.806, -4.831], [2.517, -0.193, -5.292], [1.408, -1.592, -5.376], [4.064, 0.028, -2.718], [4.632, -0.832, -3.111], [4.557, 0.402, -1.815], [4.087, 0.817, -3.489], [-2.852, -0.280, 3.459], [-0.316, 1.402, 3.577], [-3.578, -1.091, 3.318], [-3.362, 0.693, 3.382], [-2.410, -0.337, 4.459], [0.756, 1.594, 3.659], [-0.698, 1.050, 4.540], [-0.809, 2.355, 3.340], [-2.708, -2.011, -0.422], [1.878, 0.781, 0.792], [1.748, -4.940, 0.807], [1.175, -5.851, 0.701], [1.792, -4.718, 1.849], [3.002, -5.411, 0.747], [-2.110, -1.944, -1.260], [0.675, -4.312, -0.582], [-2.485, -2.316, -2.075], [0.156, 3.289, -0.657], [0.071, 2.158, -1.393], [-1.088, 1.527, -1.172], [-1.809, 2.310, -0.273], [-2.954, 1.988, 0.460], [-3.274, 2.781, 1.557], [-2.483, 3.893, 1.904], [-1.332, 4.239, 1.156], [-1.032, 3.435, 0.070], [0.939, 3.940, -0.687], [0.853, 1.821, -2.072], [-3.530, 1.105, 0.169], [-4.175, 2.536, 2.144], [-2.768, 4.512, 2.761], [-0.695, 5.099, 1.384]]
}